[1]
The following is a quantum chemistry calculation of a 12-piece molecular cluster, C38H76O32 overall, from the Open Molecules 2025 dataset.

## Properties
energy relative to the best compared isomer or geometry (same formula, charge and spin): 0.00 kcal per mole
lowest unoccupied orbital energy: 0.5 eV
frontier orbital gap: 10.12 eV
charge: 0
HOMO level: -9.63 eV
structure (SMILES): COC(=O)OC.COC(=O)OC.COC(=O)OC.COC(=O)OC.COC(=O)OC.COC(=O)OC.COC(=O)OC.COC(=O)OC.COC(=O)OC.COC(=O)OC.C1CCOC1.C1CCOC1

Cartesian coordinates (Å):
C  16.28096  11.06558  11.99235
O  16.38961  10.71539  10.64333
C  15.71509  11.44915  9.80800
O  15.08091  12.43304  10.12401
O  15.79550  11.06999  8.51640
C  15.13053  12.02108  7.70184
H  15.26642  10.83263  12.30808
H  16.49242  12.12499  12.09657
H  17.02178  10.55140  12.57919
H  14.08813  11.99096  7.99364
H  15.24569  11.61758  6.70115
H  15.44954  13.05250  7.87123
C  18.13741  17.35946  14.74482
O  19.00003  16.69382  13.87203
C  20.28482  16.66418  14.22110
O  20.70790  17.06633  15.28094
O  21.09486  16.02401  13.35055
C  22.42443  15.95101  13.76304
H  18.26949  17.00815  15.75518
H  17.13567  17.18424  14.35468
H  18.39348  18.40764  14.72579
H  22.43514  15.47460  14.74936
H  22.87263  16.93039  13.82496
H  22.94555  15.35865  13.00022
C  11.05649  18.83806  14.54904
O  11.58732  20.14651  14.33048
C  11.85076  20.39988  13.05688
O  11.76861  19.55479  12.17652
O  12.31296  21.62521  12.87559
C  12.71535  22.00184  11.56632
H  10.11340  18.76550  14.00610
H  10.89216  18.82011  15.61101
H  11.72168  18.06325  14.17782
H  13.02280  23.02904  11.64696
H  11.86963  21.86851  10.90448
H  13.51442  21.32169  11.27006
C  8.79538  16.43557  7.21346
O  9.33222  17.21167  8.23712
C  9.32772  16.53119  9.43404
O  9.02165  15.38093  9.44471
O  9.92021  17.13238  10.44897
C  9.93790  16.38100  11.62126
H  9.32058  15.48746  7.21004
H  8.99361  16.98453  6.31167
H  7.76048  16.17487  7.41940
H  10.43983  15.43153  11.52534
H  8.91875  16.16772  11.91896
H  10.50973  16.88474  12.38148
C  18.74805  15.05122  10.86973
O  18.50296  13.80149  10.24578
C  18.70577  13.81680  8.96414
O  19.04118  14.78397  8.31397
O  18.51182  12.62066  8.37484
C  18.76035  12.66616  6.96552
H  18.42171  14.86153  11.88561
H  18.06331  15.77120  10.43064
H  19.79540  15.35874  10.82987
H  19.76208  13.06152  6.84268
H  18.14431  13.39804  6.46894
H  18.76663  11.64578  6.61075
C  11.89196  15.90869  16.75190
O  12.18179  14.54007  16.40429
C  11.17126  13.68730  16.68687
O  10.07064  14.09291  16.99342
O  11.45164  12.40666  16.38854
C  10.42356  11.45404  16.63907
H  12.68264  16.47569  16.30392
H  11.83705  15.87642  17.83534
H  10.97478  16.18624  16.27235
H  10.57372  11.16438  17.67490
H  10.60501  10.62977  15.95215
H  9.47052  11.95681  16.54432
C  12.14718  13.93209  8.95428
O  11.89369  12.63822  8.29374
C  10.80781  12.02470  8.73300
O  10.03824  12.48080  9.50414
O  10.65213  10.78006  8.24187
C  11.65186  10.34147  7.34852
H  12.14595  13.83257  10.03648
H  11.34126  14.59201  8.65643
H  13.07646  14.17473  8.48604
H  11.79943  11.05838  6.53863
H  11.34558  9.37233  6.94987
H  12.58005  10.22364  7.92411
C  12.17392  11.71297  11.88380
O  11.98185  10.46631  12.63486
C  10.69960  10.09084  12.52780
O  9.88168  10.63188  11.84196
O  10.44643  8.98378  13.23017
C  9.05646  8.61169  13.10322
H  12.31193  11.39111  10.86341
H  13.12018  12.09370  12.24725
H  11.32394  12.37609  11.99668
H  8.92894  7.69020  13.65826
H  8.90723  8.50680  12.03290
H  8.37561  9.37616  13.47789
C  19.12498  13.24745  14.76134
O  17.72313  13.33176  14.44866
C  16.99149  12.74357  15.39003
O  17.46363  12.12232  16.33913
O  15.68119  12.85839  15.15309
C  14.83591  12.30936  16.20159
H  19.27522  13.71457  15.73811
H  19.62696  13.79455  13.95844
H  19.39687  12.20486  14.77676
H  13.86572  12.46682  15.77528
H  15.03843  12.94310  17.06221
H  15.13730  11.28137  16.37591
C  12.77862  18.88441  8.47066
O  13.59685  17.72598  8.67991
C  14.44380  17.47856  7.68590
O  14.57111  18.23210  6.73113
O  15.11511  16.35606  7.81590
C  16.07392  16.16627  6.74604
H  13.39317  19.72629  8.19107
H  12.34529  18.97124  9.46924
H  12.01328  18.69370  7.71655
H  16.59913  15.25212  7.02381
H  16.78977  16.98201  6.63414
H  15.49484  16.09923  5.83818
C  18.29385  18.56380  9.51946
C  16.92382  19.27694  9.70304
C  17.08531  19.94708  11.07078
O  17.85312  19.01776  11.84120
C  18.91830  18.61468  10.99622
H  18.92076  19.15815  8.86473
H  18.11913  17.58799  9.03743
H  16.16011  18.52303  9.84946
H  16.74187  19.90850  8.84246
H  16.21322  20.16676  11.67175
H  17.71320  20.84711  10.97764
H  19.33871  17.69336  11.37018
H  19.73339  19.34946  11.03476
C  15.29306  15.05815  12.40595
C  14.92264  15.93458  11.19425
C  13.73310  16.75633  11.72757
O  13.15163  15.91736  12.76144
C  14.23969  15.42042  13.45485
H  16.28523  15.29310  12.79782
H  15.28557  14.02601  12.09132
H  14.44329  15.32669  10.42383
H  15.68075  16.51419  10.66895
H  12.96222  16.88670  10.96996
H  14.00666  17.75872  12.12198
H  13.82987  14.64549  14.11566
H  14.66985  16.22467  14.07672

Forces on atoms 1 to 3 (eV/Å):
C -0.45 0.96 0.70
O 1.02 -1.67 -1.32
C -0.62 1.42 -0.70

[2]
The following is a quantum chemistry calculation of C38H76O34S7 as an isolated structure, from the Open Molecules 2025 dataset.

## Properties
energy relative to the best compared isomer or geometry (same formula, charge and spin): 74.14 kcal per mole
lowest unoccupied orbital energy: -0.4 eV
frontier orbital gap: 8.85 eV
charge: 0
HOMO level: -9.23 eV

Cartesian coordinates (Å):
C  1.82365  -2.50177  4.50169
C  3.27543  -2.08787  4.79946
O  3.19223  -0.87217  5.55033
S  1.72025  -0.56144  6.19166
O  1.01069  0.61646  5.67176
O  1.71367  -0.76680  7.60939
O  1.04079  -1.89433  5.47130
H  1.69544  -3.58384  4.47377
H  1.72172  -2.16783  3.46912
H  3.86697  -1.96101  3.89276
H  3.63809  -2.75791  5.57896
C  -4.79874  -4.42085  -0.16834
C  -4.44980  -3.23016  -0.99813
O  -4.69875  -3.58417  -2.34639
S  -5.26781  -5.19148  -2.50871
O  -4.38261  -6.06319  -3.25599
O  -6.63340  -5.14793  -2.96912
O  -5.26477  -5.45873  -0.88344
H  -5.53195  -4.20891  0.60986
H  -3.83184  -4.65905  0.27490
H  -3.42963  -2.91462  -0.77953
H  -5.06118  -2.45218  -0.54091
C  -0.47096  3.36405  4.03296
C  -0.50843  4.70161  4.78419
O  -1.92287  4.80655  5.11241
S  -2.53844  3.38684  5.54644
O  -3.95869  3.19586  5.26687
O  -2.06175  3.05825  6.91108
O  -1.59661  2.58768  4.42893
H  0.48427  2.89756  4.27383
H  -0.41342  3.60957  2.97253
H  -0.36931  5.55575  4.12147
H  0.18739  4.63382  5.62045
C  4.40927  1.33980  -1.48912
C  5.69528  0.49844  -1.45334
O  6.66929  1.41728  -1.09236
S  6.47789  2.88309  -1.81181
O  7.15935  2.88367  -3.09484
O  6.69130  3.94226  -0.81798
O  4.88029  2.59447  -2.07639
H  4.03742  1.64849  -0.51212
H  3.61412  0.93781  -2.11701
H  5.93633  0.06494  -2.42395
H  5.60013  -0.37014  -0.80171
C  1.76198  -4.54126  -3.45094
C  0.89132  -5.75406  -3.84434
O  -0.42831  -5.35654  -3.41455
S  -0.49203  -3.69685  -3.03078
O  -1.31656  -3.46473  -1.91099
O  -0.62360  -2.89000  -4.24187
O  1.05172  -3.66644  -2.59359
H  1.98235  -4.02898  -4.38748
H  2.71820  -4.87906  -3.05140
H  1.16874  -6.67635  -3.33393
H  0.85859  -5.90616  -4.92318
C  -2.02374  0.41582  -4.72091
C  -2.57538  1.88752  -4.68194
O  -3.57601  1.82377  -3.71827
S  -4.39176  0.35309  -3.78199
O  -5.17266  0.15527  -4.98878
O  -5.00618  0.07470  -2.47683
O  -2.90196  -0.32956  -3.89749
H  -0.99596  0.29910  -4.37719
H  -1.86492  0.00488  -5.71790
H  -2.85821  2.17604  -5.69430
H  -1.70689  2.45847  -4.35356
C  6.13564  1.45046  3.69747
C  6.19354  1.91485  2.20659
O  4.88042  1.75594  1.67439
S  3.88577  0.93537  2.75265
O  3.32260  -0.29879  2.13021
O  2.93800  1.90259  3.36237
O  5.09221  0.52598  3.78296
H  5.82721  2.22862  4.39564
H  7.05215  1.00801  4.08778
H  6.91754  1.38317  1.58915
H  6.40944  2.97936  2.11544
C  3.69132  -0.25966  -4.69759
C  4.13326  1.17620  -5.04838
C  2.97001  1.63748  -5.87887
O  1.80871  0.97476  -5.36520
C  2.22501  -0.35903  -5.07252
H  3.88315  -0.43002  -3.63822
H  4.15925  -1.10834  -5.19647
H  5.02722  1.23630  -5.66911
H  4.10572  1.83392  -4.17961
H  3.03251  1.47676  -6.95515
H  2.76668  2.70546  -5.80028
H  2.04831  -0.99750  -5.93811
H  1.56734  -0.72990  -4.28638
C  -4.26804  -1.15007  3.95948
C  -3.06776  -0.79161  4.88212
C  -2.09214  -1.92393  4.65248
O  -2.68910  -2.77162  3.67511
C  -3.65023  -2.05974  2.97701
H  -4.62691  -0.33376  3.33262
H  -5.12293  -1.53622  4.51459
H  -3.47064  -0.78111  5.89487
H  -2.77103  0.16403  4.44991
H  -1.70200  -2.52511  5.47374
H  -1.18903  -1.41927  4.30922
H  -4.35672  -2.73728  2.49751
H  -3.16932  -1.51317  2.16578
C  -0.34409  4.55631  -1.85712
C  0.69960  4.57631  -3.02031
C  0.17201  5.75984  -3.80859
O  -1.22989  5.48725  -3.80034
C  -1.70048  4.89192  -2.58390
H  -0.13391  5.43810  -1.25184
H  -0.37661  3.60299  -1.32967
H  0.48391  3.63460  -3.52505
H  1.76019  4.72183  -2.81522
H  0.57211  5.88380  -4.81489
H  0.32917  6.78159  -3.46300
H  -2.30445  4.08129  -2.99158
H  -2.31101  5.62903  -2.06233
C  2.07146  -4.04450  1.10629
C  0.61874  -4.23569  0.71856
C  0.02343  -4.67282  2.07457
O  1.07667  -5.33361  2.74805
C  2.33543  -5.09374  2.19234
H  2.33737  -3.06552  1.50501
H  2.71897  -4.25525  0.25516
H  0.50692  -5.02642  -0.02328
H  0.29051  -3.26917  0.33620
H  -0.79251  -5.39529  2.05494
H  -0.21739  -3.71759  2.54110
H  2.62765  -6.00620  1.67261
H  3.09761  -4.84071  2.92933
C  -5.27793  1.78863  1.21145
C  -5.65100  2.74592  0.09625
C  -4.28387  3.34146  -0.14460
O  -3.74310  3.62911  1.13137
C  -4.26153  2.60918  2.03878
H  -4.78235  0.91906  0.77977
H  -6.15053  1.40081  1.73707
H  -6.26386  3.55408  0.49549
H  -6.18395  2.23812  -0.70761
H  -4.43505  4.29417  -0.65214
H  -3.61127  2.67984  -0.69046
H  -4.92935  3.10662  2.74211
H  -3.47972  1.95861  2.43075
C  0.80024  0.74248  -0.14344
C  0.19509  -0.15348  -1.14846
C  -1.29654  0.00206  -0.71740
O  -1.25640  0.17034  0.70175
C  0.00151  0.53767  1.15863
H  0.75878  1.78979  -0.44267
H  1.85009  0.49121  0.00750
H  0.56966  -1.16639  -1.00075
H  0.34745  0.25748  -2.14645
H  -1.87401  -0.86110  -1.04845
H  -1.66801  0.90772  -1.19687
H  0.47174  -0.30094  1.67216
H  0.09666  1.43962  1.76323

Forces on atoms 1 to 3 (eV/Å):
C 1.79 0.05 -1.42
C -0.73 -1.05 1.75
O -1.00 2.09 0.20

[3]
The following is a quantum chemistry calculation of a 4-piece molecular cluster, C38H77BFN2O8S4 overall, from the Open Molecules 2025 dataset.

## Properties
energy relative to the best compared isomer or geometry (same formula, charge and spin): 19.47 kcal per mole
lowest unoccupied orbital energy: -1.9 eV
frontier orbital gap: 7.53 eV
charge: +1
HOMO level: -9.40 eV

Cartesian coordinates (Å):
C  -1.17375  -0.82150  5.38764
C  -1.11078  0.20016  4.41829
C  -0.72190  -0.08666  2.91307
C  -0.85919  1.15304  1.98029
C  -2.18938  1.98153  2.03201
C  -3.46191  1.45348  2.76083
C  -4.03584  0.03801  2.45974
C  -5.03755  -0.04851  1.22088
C  -6.07336  -1.20158  1.59468
C  -6.38783  -2.16300  0.39556
C  -5.15277  -2.97408  -0.12136
C  -4.67278  -4.12376  0.83672
O  -4.32700  -5.26402  0.00270
C  -3.02621  -5.10782  -0.52700
C  0.29414  2.11412  2.57112
C  0.58689  3.39056  1.74285
N  0.77756  3.20104  0.27926
C  0.67167  4.60311  -0.32892
S  2.18122  4.91105  -1.38190
C  3.61675  5.15654  -0.21357
C  4.44030  6.41014  -0.75327
C  -0.14476  2.22163  -0.36226
C  0.43594  1.97725  -1.80760
N  -0.16188  2.91329  -2.81982
C  -0.38726  0.89104  0.46098
B  1.02140  0.05259  0.41610
O  2.28446  0.67708  0.25853
C  1.07121  -1.56825  0.60226
C  2.48745  -2.09233  1.06018
C  -1.37784  -0.00699  -0.38751
F  -1.97344  -1.05140  0.31805
C  -2.50414  0.70452  -1.19851
C  -3.21930  -0.42012  -2.08658
H  -2.14392  -1.22711  5.76514
H  -0.22867  -1.26837  5.77139
H  -1.38087  1.23485  4.74572
H  -1.29695  -0.98862  2.63216
H  0.34418  -0.44670  3.04092
H  -1.97255  2.97353  2.51957
H  -2.50227  2.28408  0.99650
H  -3.32857  1.53282  3.87094
H  -4.28674  2.18831  2.54557
H  -4.68379  -0.22902  3.33795
H  -3.31551  -0.79885  2.36765
H  -4.44805  -0.45220  0.37137
H  -5.55118  0.91528  1.01935
H  -5.67966  -1.85191  2.41939
H  -6.99873  -0.70902  1.98462
H  -7.12301  -2.91942  0.78459
H  -6.89554  -1.65431  -0.45502
H  -4.26495  -2.35980  -0.38830
H  -5.47424  -3.47660  -1.07219
H  -3.71929  -3.84510  1.35293
H  -5.44597  -4.48629  1.54674
H  -2.88127  -4.11629  -1.03675
H  -2.81455  -5.87368  -1.31625
H  -2.21856  -5.24939  0.24435
H  -0.11230  2.48625  3.54962
H  1.20316  1.52540  2.85673
H  1.50820  3.86835  2.16700
H  -0.23155  4.12362  1.95387
H  1.77647  2.98579  0.13569
H  -0.18428  4.70511  -1.02173
H  0.68840  5.39469  0.44523
H  3.28430  5.34897  0.83105
H  4.30179  4.27356  -0.24453
H  3.89462  6.84098  -1.62664
H  4.52947  7.21611  0.00799
H  5.47254  6.12391  -1.05759
H  -1.08796  2.80711  -0.53245
H  1.53689  2.17203  -1.85233
H  0.27026  0.95182  -2.20084
H  -1.12504  3.13584  -2.58328
H  -0.11295  2.43178  -3.71267
H  2.57742  0.45746  -0.65460
H  0.91849  -1.97055  -0.44356
H  0.22876  -1.96204  1.20921
H  3.23994  -1.71760  0.32885
H  2.73804  -1.85619  2.11450
H  2.47468  -3.20624  0.93429
H  -0.74958  -0.51303  -1.16977
H  -2.15814  1.46701  -1.92721
H  -3.31622  1.16106  -0.59401
H  -4.27860  -0.57894  -1.79826
H  -2.63654  -1.36883  -2.10348
H  -3.23692  -0.05796  -3.14902
C  4.97185  -2.27762  -2.65419
C  4.03036  -2.99823  -3.62356
C  2.79784  -2.10884  -3.81094
S  3.35282  -0.42641  -3.54536
O  2.70703  0.09360  -2.35378
O  3.32749  0.28828  -4.79843
C  5.04019  -0.83330  -3.13838
H  5.95938  -2.73775  -2.63136
H  4.55800  -2.31492  -1.64186
H  4.53305  -3.13743  -4.58392
H  3.74979  -3.98551  -3.25560
H  2.38464  -2.19540  -4.81439
H  2.02739  -2.33122  -3.07138
H  5.41664  -0.14364  -2.38573
H  5.62986  -0.75045  -4.05038
C  -2.01264  -5.97048  5.22904
C  -3.09284  -6.50405  4.28304
C  -4.19571  -5.44430  4.20202
S  -3.39944  -3.86985  4.51015
O  -3.90609  -3.33004  5.74995
O  -3.38001  -3.09451  3.28865
C  -1.76586  -4.52745  4.80433
H  -1.09969  -6.56408  5.17741
H  -2.37694  -5.99979  6.25955
H  -2.66161  -6.66335  3.29087
H  -3.49125  -7.46014  4.62324
H  -4.66495  -5.42318  3.21953
H  -4.95272  -5.59356  4.97158
H  -1.26001  -3.93449  5.56428
H  -1.21480  -4.48212  3.86364
C  5.03922  5.05919  -5.28105
C  6.47221  4.87601  -5.79001
C  7.23737  4.07793  -4.72968
S  6.01863  3.07285  -3.88585
O  5.92435  3.51530  -2.51251
O  6.22234  1.68382  -4.23277
C  4.60025  3.68893  -4.77744
H  4.37575  5.42897  -6.06299
H  5.02858  5.78124  -4.45926
H  6.45572  4.31817  -6.72990
H  6.95648  5.83285  -5.98655
H  7.98989  3.43027  -5.17595
H  7.70134  4.73264  -3.99236
H  3.73605  3.72884  -4.11573
H  4.40718  3.00673  -5.60650

Forces on atoms 1 to 3 (eV/Å):
C 0.45 0.61 -0.75
C -0.39 -0.52 0.31
C 1.18 -0.19 2.06